[1]
The following is a DFT calculation (ωB97M-V/def2-TZVPD) of 2 unconnected molecules or ions with the total composition C15H24INO8P at a distorted geometry.

XYZ file:
```
50
Properties=species:S:1:pos:R:3:forces:R:3:lowdin_charge:R:1
C -5.1607 1.4817 -1.0996 0.882 -0.074 -1.206 -0.049
C -5.5882 1.0693 -2.5523 -1.097 -0.864 1.357 -0.394
O -7.0074 0.7112 -2.4531 0.320 -0.038 -0.217 -0.097
C -4.8690 -0.1835 -3.0851 0.450 1.255 -0.925 -0.107
C -3.4249 0.0485 -3.6282 -0.616 -1.333 0.438 -0.478
C -2.4071 0.2040 -2.4842 0.040 0.005 0.122 -0.206
O -2.4045 -1.0349 -1.7336 0.333 0.433 -0.006 -0.065
C -1.1851 -1.2698 -1.1467 -0.180 -0.300 -0.223 -0.285
C -0.5087 -2.4207 -1.5476 0.218 -0.039 0.255 0.012
C 0.7499 -2.6741 -1.0035 -0.494 0.187 -0.115 -0.087
C 1.2894 -1.7845 -0.0760 0.849 -0.200 0.335 -0.123
C 0.6069 -0.6489 0.3537 -0.429 -0.307 -0.496 -0.094
C -0.6532 -0.3996 -0.1968 0.021 0.175 0.154 -0.021
N -3.3542 1.0675 -4.6746 -0.625 -0.044 0.262 -0.392
I -2.8623 2.9642 -4.0482 0.136 0.102 -0.253 0.788
C -3.0223 -1.3208 -4.3604 1.202 -1.046 -0.746 -0.669
O -1.8053 -1.3739 -4.6839 -0.276 0.714 0.130 -0.062
O -3.8612 -2.2146 -4.5623 -0.416 0.787 0.487 -0.028
H -6.0211 1.5398 -0.4255 0.169 0.155 -0.294 0.070
H -4.6217 2.4412 -1.1830 -0.197 -0.272 0.486 0.051
H -4.4562 0.7121 -0.7452 -0.283 0.359 0.232 0.063
H -5.5740 1.9147 -3.2524 0.209 -0.319 0.183 0.091
H -6.9881 -0.2213 -2.2032 -0.239 0.106 -0.067 0.073
H -5.4727 -0.5465 -3.9310 0.354 0.030 0.235 0.125
H -4.8002 -1.0026 -2.3531 -0.179 0.386 0.020 0.131
H -1.4060 0.4044 -2.8992 -0.339 -0.265 0.014 0.122
H -2.6448 0.9984 -1.7601 -0.089 0.031 -0.475 0.070
H -0.9821 -3.0832 -2.2735 0.171 0.317 0.099 0.129
H 1.2997 -3.5580 -1.3308 -0.058 0.279 0.195 0.100
H 2.2881 -1.9937 0.3192 -0.314 0.114 -0.056 0.095
H 1.0425 0.0326 1.0857 -0.085 -0.222 -0.202 0.094
H -1.2430 0.4703 0.1004 0.213 -0.205 -0.084 0.115
H -2.7018 0.7815 -5.3998 0.360 0.109 0.385 0.033
C 7.4603 -0.1334 4.4200 0.245 -0.448 -0.090 -0.125
O 6.3098 0.5412 4.9172 -2.296 1.773 1.810 -0.308
P 4.8503 0.1662 4.1920 2.474 -4.098 -6.115 0.619
O 5.0370 -1.3037 3.9808 -0.296 0.560 1.092 -0.253
O 5.1917 1.0247 2.8472 -0.335 0.515 0.757 -0.248
C 5.8177 2.3072 2.9568 0.015 0.012 -0.281 -0.112
O 3.2157 0.2532 3.8261 0.835 1.945 2.887 -0.227
C 2.3296 -0.1729 4.8742 -0.266 -0.329 0.054 -0.120
H 8.3318 0.4382 4.7422 -0.179 0.151 0.095 0.090
H 7.5214 -1.1348 4.8413 -0.099 -0.039 -0.139 0.085
H 7.4506 -0.1830 3.3310 -0.102 -0.081 0.027 0.090
H 6.8696 2.2140 2.6832 0.022 0.040 0.072 0.084
H 5.7476 2.7199 3.9616 0.040 0.032 -0.035 0.080
H 5.3352 2.9897 2.2580 -0.066 -0.108 -0.014 0.089
H 2.4626 0.4456 5.7623 -0.143 -0.007 0.009 0.078
H 2.5105 -1.2198 5.1228 0.052 0.018 -0.038 0.084
H 1.3081 -0.0631 4.5173 0.086 0.050 -0.117 0.088
```
Positions in Å, forces in eV/Å.

Calculated values
orbital gap: 0.16677 Eh
calculated total energy: -51203.4962 eV
net charge: -1
2S+1: 1
LUMO level: -0.2 eV
strongest force on any atom: 7.8 eV Å⁻¹

---

[2]
The following is a DFT calculation (ωB97M-V/def2-TZVPD) of a molecular structure, C15H24LiO11S at a distorted geometry.

XYZ file:
```
52
Properties=species:S:1:pos:R:3:forces:R:3:lowdin_charge:R:1
Li 0.3538 -1.0915 -0.0759 0.057 -0.145 -0.497 0.624
S 2.8118 -2.5395 -0.6859 1.575 0.610 0.623 0.178
O 2.1478 -2.3715 -1.9679 -2.151 0.734 -3.010 -0.385
O 3.9748 -1.6795 -0.6719 1.009 0.882 0.445 -0.383
O 1.8198 -2.0485 0.3131 -0.967 0.689 1.496 -0.494
O 3.1228 -3.9045 -0.4069 0.182 -1.852 0.236 -0.351
C -3.1272 0.1585 0.9731 -2.914 8.427 -6.973 -0.100
O -2.7292 0.1445 -0.4099 -1.184 2.107 1.929 -0.058
H -2.8752 1.2075 1.4091 -0.600 -0.762 -1.229 0.117
H -2.7082 -0.2365 1.6771 5.246 -6.462 6.819 -0.048
H -4.1612 0.1295 1.0381 -2.061 -0.526 0.158 0.062
H -2.3152 -0.6505 -0.5829 1.580 -2.806 -0.709 -0.011
C 0.1738 1.7545 0.9691 -0.926 3.187 -3.732 -0.135
O 0.8978 0.7055 0.3321 -0.783 1.177 0.858 -0.148
H -0.5022 1.4275 1.6481 -1.304 -1.786 2.573 0.005
H -0.6582 2.4335 0.3461 1.989 -2.106 0.012 0.136
H 0.6728 2.6335 1.3361 1.313 -0.351 0.568 0.072
H 1.7718 0.9475 -0.0079 -0.352 0.117 0.159 0.119
C -1.5532 -3.4545 -0.1279 -5.090 -1.848 -4.272 -0.144
O -1.0872 -2.3695 -0.8419 0.405 1.802 -0.327 -0.171
H -1.1302 -3.8075 0.7251 1.412 0.444 2.912 0.047
H -1.3852 -4.2915 -0.8119 -0.059 -0.535 0.193 0.085
H -2.7712 -3.4035 -0.1639 2.602 -0.139 1.043 0.136
H -1.4022 -2.5175 -1.7569 0.788 0.517 0.702 0.127
C 1.3828 0.7775 -4.1829 -0.782 -0.538 1.324 -0.039
C 1.2288 1.6155 -5.2199 -1.891 2.751 -2.111 -0.053
C 0.1368 2.5655 -5.2059 -0.489 -0.966 -1.360 -0.247
C -0.8632 2.5305 -4.2009 3.158 -2.512 -0.066 0.013
C -0.7352 1.5575 -3.1499 11.275 -0.984 -13.450 0.053
C 0.4008 0.6475 -3.1689 -0.995 1.256 0.435 -0.259
O 0.4788 -0.2545 -2.1689 1.643 -1.533 -0.365 -0.076
O -0.1562 3.3255 -6.3959 -2.969 -1.232 3.287 -0.003
H 2.3128 0.2875 -4.2289 0.663 -1.463 0.649 0.108
H 1.8618 1.4775 -6.1479 -0.587 0.635 1.301 0.130
H -1.7442 3.0795 -4.2869 -1.105 1.202 -0.070 0.085
H -1.2512 1.6465 -2.4659 -9.388 0.725 12.128 -0.040
H 1.2958 -1.0105 -2.2149 -1.166 0.826 -0.060 0.129
H 0.5868 3.5225 -6.8719 3.158 0.560 -1.580 0.022
C -0.7692 -0.6505 3.7771 -0.926 0.330 0.569 -0.035
C -0.8142 0.4085 4.6581 5.507 -0.752 -2.681 -0.020
C 0.3608 1.1335 4.9031 -1.599 2.015 1.455 -0.297
C 1.5608 0.9415 4.2601 1.661 0.425 2.168 -0.022
C 1.5938 -0.2115 3.4481 0.786 -0.193 0.166 -0.004
C 0.4258 -0.9555 3.2011 0.728 -1.738 -1.393 -0.306
O 0.4128 -2.1135 2.3861 0.363 2.265 1.574 -0.011
O 0.3108 2.2145 5.8641 0.872 -0.837 -1.472 -0.022
H -1.6542 -1.2725 3.6091 0.426 0.163 -0.031 0.129
H -1.6132 0.5555 5.1741 -4.985 1.298 3.159 0.048
H 2.4708 1.6335 4.8271 -2.395 -2.372 -2.430 0.195
H 2.5458 -0.6625 3.1311 -0.447 0.551 -0.266 0.137
H 1.2628 -2.0435 1.9031 0.216 -0.897 -1.018 0.034
H -0.3702 2.0785 6.5131 -0.497 -0.360 0.160 0.070
```
Positions in Å, forces in eV/Å.

Calculated values
orbital gap: 0.25218 Eh
calculated total energy: -49503.8952 eV
energy above the lowest of the compared OMol25 structures with the same formula, charge and spin: 29.6 kcal/mol
net charge: -1
2S+1: 1
LUMO level: 2.3 eV
strongest force on any atom: 17.6 eV Å⁻¹